# 1
36
Properties=species:S:1:pos:R:3:lowdin_charge:R:1 method="wB97M-V/def2-TZVPD" e_above_lowest_ev=11.728 homo_lumo_gap_ev=8.539 homo_ev=-8.4618 total_energy_ha=-874.3313
C 1.14961 -1.04088 1.87031 -0.3873
C -0.08270 -0.42912 1.32868 -0.3627
C 1.15248 -2.45811 1.15386 -0.1014
C 1.32344 -2.32760 -0.45100 -0.1765
C 2.53761 -2.74716 -1.14989 -0.1482
C 1.28429 -1.75021 -2.53681 -0.1280
C -1.41328 1.38882 0.29455 -0.2791
C -1.39184 1.45673 -1.21362 -0.4126
C -1.50522 2.77409 0.90693 -0.4460
C -0.29320 3.86753 0.89943 -0.1322
C -2.89750 3.40732 0.31165 -0.0893
H 1.16434 -0.50716 3.69430 0.1273
H 0.07444 -1.71953 3.14288 0.1196
H 2.22922 -0.58612 1.39297 0.1965
H 1.90966 -3.20282 1.62727 0.1486
H 0.17710 -2.80066 1.19754 0.0584
H 3.44689 -3.13986 -0.71572 0.1188
H 0.76212 -1.52211 -3.58928 0.1681
H 3.03199 -2.96607 -3.08994 0.1439
H 0.79738 1.28129 0.71502 0.1574
H -2.12633 0.60309 1.02707 0.2398
H -1.74245 2.46043 2.08404 0.1629
H 0.70551 3.82066 2.19361 0.1819
H 0.22265 3.56923 -0.31327 0.1302
H -1.05415 5.12121 0.81975 0.1602
H -3.61807 2.69838 0.68560 0.0494
H -2.99475 3.48703 -0.86108 0.1010
H -2.94028 4.47667 0.80574 0.0784
H -0.58180 -0.48716 -1.33937 0.0707
N 1.17318 -1.55892 3.27088 0.0219
N 0.61455 -1.72268 -1.42426 0.0328
N 2.57135 -2.44991 -2.37880 0.0691
N -0.14346 0.83967 0.65789 0.0847
O -0.96078 -1.35303 1.48903 -0.0361
O -1.78688 2.31925 -2.01923 0.0522
O -0.77170 0.38475 -1.82500 0.0255

***

# 2
37
Properties=species:S:1:pos:R:3:lowdin_charge:R:1 method="wB97M-V/def2-TZVPD" e_above_lowest_ev=16.166 homo_lumo_gap_ev=6.667 homo_ev=-7.9786 total_energy_ha=-1272.3425
C -1.94452 -1.28143 0.36067 -0.3885
C -0.43982 -0.92919 0.34437 -0.4548
C -2.76570 -0.01033 0.32499 -0.3053
C -4.09080 -0.39901 -0.09944 -0.5390
C -4.96177 1.98656 -1.28849 -0.5994
C 1.70966 -0.65273 -0.42003 -0.1958
C 2.09535 -2.18960 -0.70703 -0.5508
C 2.16912 -0.11021 0.98238 -0.0828
C 3.39774 0.79826 0.57494 -0.2774
C 3.68816 2.02491 1.00709 -0.0284
C 5.24785 1.32659 -0.63230 -0.2500
H -1.94456 -2.84539 1.48307 0.0845
H -2.14640 -1.51439 2.36349 0.1559
H -2.19485 -1.68698 -0.68715 0.1707
H -2.93220 0.61075 1.26055 0.1325
H -1.99854 0.66797 -0.35956 0.1648
H -4.66672 -0.94197 0.84753 0.1370
H -4.18173 -0.75704 -1.03413 0.0098
H -4.45391 3.56391 -0.50310 0.1549
H -3.79210 0.85120 -1.97229 0.1825
H -6.69863 1.89983 -2.08558 0.1460
H -0.08647 -1.02743 -1.69007 0.1914
H 2.22962 -0.08457 -1.28613 0.1542
H 2.33466 -0.86575 1.79901 0.1366
H 1.43116 0.69658 1.57353 0.1797
H 3.19357 2.87990 1.63255 0.1407
H 6.00528 1.28701 -1.69436 0.1961
H 5.40463 3.38799 0.60122 0.1959
H 3.83458 -1.57411 -1.04207 0.1523
N -2.51055 -2.00124 1.43039 0.0447
N 0.27479 -0.54660 -0.78111 0.0916
N 4.36350 0.41739 -0.45103 0.0203
N 4.94736 2.42569 0.18161 -0.0087
O 0.16199 -0.88302 1.36817 0.0238
O 1.28182 -3.00365 -0.67776 0.1595
O 3.38858 -2.48782 -0.69961 0.0870
S -5.35016 0.96793 -0.02433 0.5684

***

# 3
45
Properties=species:S:1:pos:R:3:lowdin_charge:R:1 method="wB97M-V/def2-TZVPD" homo_lumo_gap_ev=2.388 homo_ev=-7.5715 total_energy_ha=-3127.4849
O 26.16846 6.62688 -12.49467 -0.2610
V 26.51984 6.11320 -13.92962 1.2131
O 28.02271 6.42222 -14.16770 -0.2669
N 21.21867 3.88296 -15.55004 -0.7229
O 22.29493 4.34194 -15.61909 0.0086
O 20.52954 3.59300 -16.51043 0.0192
O 20.84090 3.51228 -14.45081 0.0088
C 24.64989 3.54975 -23.27915 -0.1635
C 23.43840 2.76700 -22.74210 -0.1745
O 22.40794 3.19208 -23.64380 -0.2193
S 22.86458 3.09216 -25.23478 0.7838
O 22.42126 4.16518 -26.13382 -0.2373
O 22.87412 1.67897 -25.68458 -0.2621
O 24.42874 3.43384 -24.70654 -0.2353
H 25.60170 3.17861 -22.89913 0.1260
H 24.66112 4.57703 -22.91491 0.1196
H 23.19059 2.97374 -21.70097 0.1354
H 23.74406 1.72074 -22.73767 0.1271
O 25.59210 11.02872 -19.79559 -0.3155
S 24.75045 10.89888 -18.57158 0.7154
O 25.15186 9.99106 -17.47790 -0.3319
O 24.43624 12.44144 -17.92399 -0.2482
C 25.51613 13.32358 -17.84226 -0.3332
C 25.10009 14.61684 -17.25613 -0.0847
C 23.12070 10.46353 -19.11258 -0.1290
H 25.87549 13.60587 -18.83185 0.1170
H 26.37375 12.89744 -17.32169 0.1284
H 24.16388 15.08857 -17.55460 0.0847
H 25.83190 15.37249 -17.54171 0.0846
H 24.98475 14.62513 -16.17228 0.0792
H 22.92080 11.25763 -19.83198 0.0715
H 22.39107 10.46320 -18.30280 0.0794
H 23.06584 9.51249 -19.64231 0.0833
C 17.56179 7.92580 -23.28600 -0.0893
C 17.04961 9.11495 -23.68488 -0.1494
C 16.19425 9.91292 -22.94450 -0.0738
C 15.79778 9.42943 -21.61677 -0.0628
C 16.40601 8.22845 -21.14668 -0.1032
C 17.39385 7.55833 -21.89698 -0.0711
H 18.34672 7.36123 -23.76720 0.0972
H 17.24541 9.45670 -24.69050 0.0980
H 15.81701 10.87238 -23.26628 0.0899
H 15.22859 10.10173 -20.99191 0.0845
H 16.16283 8.01518 -20.11625 0.0889
H 17.74388 6.60900 -21.51926 0.0913

***

# 4
30
Properties=species:S:1:pos:R:3:lowdin_charge:R:1 method="wB97M-V/def2-TZVPD" e_above_lowest_ev=3.427 homo_lumo_gap_ev=8.887 homo_ev=-8.1264 total_energy_ha=-505.0547
C 3.22790 0.23116 -0.83833 -0.0737
C -0.51804 0.95001 -2.71315 -0.2595
C 0.22191 2.01492 -2.01644 0.0022
C -0.11650 -0.36266 -2.30128 -0.0075
C 1.44444 1.72001 -1.45648 -0.0742
C 1.01460 -0.62254 -1.52850 -0.0747
C 1.86391 0.42451 -1.37117 -0.3662
O -1.62567 1.03135 -3.43656 0.1156
H -0.17880 2.90985 -1.91283 0.0533
H -1.95998 1.77350 -3.76399 0.0427
H -0.64723 -1.24685 -2.59318 0.1068
H 1.99023 2.64348 -1.00535 0.1525
H 1.52679 -1.52505 -1.26072 0.1167
H 3.80951 1.08889 -0.54490 0.0614
H 3.87006 -0.31705 -1.53930 0.0754
H 3.22590 -0.52270 0.08966 0.1233
C -0.92106 -0.80063 2.19976 -0.4847
C -0.57606 0.37507 1.26788 -0.0836
C -2.08974 -0.39736 3.22093 -0.0754
C -1.11040 -1.99969 1.39782 -0.1339
H 0.09459 -0.93814 2.84525 0.1594
H 0.39010 0.82413 1.54007 0.0855
H -1.37852 1.16393 1.27817 0.0958
H -1.53118 -0.03833 4.14466 0.0904
H -3.00918 0.13546 2.82690 0.0902
H -2.52040 -1.33353 3.47827 0.0277
H -0.35310 -2.32029 0.75001 0.0485
H -1.51256 -2.95503 2.00014 0.1206
H -2.08495 -1.92086 0.90122 0.0848
H -0.54657 0.01444 0.34144 -0.0195

***

# 5
30
Properties=species:S:1:pos:R:3:lowdin_charge:R:1 method="wB97M-V/def2-TZVPD" e_above_lowest_ev=2.046 homo_lumo_gap_ev=9.241 homo_ev=-8.3777 total_energy_ha=-505.1055
C -1.93201 -0.71338 1.26264 -0.2987
C -1.87720 -0.35920 2.78824 -0.1330
C -1.67611 -2.26002 1.17882 -0.1062
H -1.19463 -0.19157 0.61757 0.0840
H -2.96886 -0.46275 0.99663 0.0897
H -2.88460 -0.64108 3.17266 0.0783
H -1.16642 -0.81781 3.46460 0.0606
H -0.69994 -2.28923 0.75294 0.0422
H -2.52827 -2.48129 0.42407 0.0932
H -1.72299 0.71153 2.80801 0.0523
H -1.96139 -2.71560 2.08729 0.0431
C 0.18614 0.25286 -2.78101 -0.1887
C -0.98151 1.30085 -2.58118 -0.0817
C 1.23319 0.52322 -1.73040 -0.2629
C 1.44665 1.67884 -1.08311 -0.0612
C 1.73929 -0.69831 -1.13570 -0.0395
C 2.12017 1.68616 0.17182 -0.0264
C 2.27510 -0.79104 0.14416 0.0134
C 2.44537 0.50179 0.76103 -0.3220
O 2.75406 0.40834 2.09393 0.0271
H -0.25514 -0.72950 -2.68767 0.0972
H 0.69671 0.35725 -3.76560 0.1174
H -1.36019 1.10482 -1.57523 0.0636
H 1.06357 2.70345 -1.29402 0.1222
H 1.59213 -1.56671 -1.74489 0.0990
H 2.35439 2.62974 0.61026 0.1044
H 2.50053 -1.80092 0.47739 0.1157
H 3.18283 1.22357 2.38784 0.1049
H -1.72696 1.09193 -3.30141 0.0500
H -0.65388 2.34408 -2.51965 0.0618

***

# 6
33
Properties=species:S:1:pos:R:3:lowdin_charge:R:1 method="wB97M-V/def2-TZVPD" e_above_lowest_ev=9.433 homo_lumo_gap_ev=9.927 homo_ev=-9.5858 total_energy_ha=-730.6210
C 0.25272 -2.18774 2.76862 0.0604
C 1.13836 -1.56573 2.02218 -0.0232
C 2.14032 -0.83396 0.96542 -0.2570
O 2.88047 0.26032 1.55126 -0.1891
C 2.02959 1.39081 1.89164 -0.0982
C 1.25223 -0.44593 -0.32228 -0.2809
C 2.02380 0.42553 -1.44171 -0.1526
C 1.26814 1.83569 -1.79290 -0.1177
O 0.59593 -1.61477 -0.94130 -0.1637
C -0.75680 -1.23144 -1.39141 -0.1682
C -1.86864 -1.73451 -0.33730 -0.1084
C -2.72806 -0.56560 0.36715 -0.1951
O -2.11809 0.76317 0.32298 -0.1476
C -3.16140 1.61586 -0.24197 -0.1935
O -3.15672 1.76921 -1.51598 0.0154
H -0.71576 -2.73983 3.08384 0.0586
H 2.92901 -1.64923 0.69639 0.1734
H 0.90445 1.16554 1.90414 0.0973
H 2.32198 1.72130 2.96988 0.1070
H 2.27114 2.30911 1.21834 0.1033
H 0.36774 0.21854 0.05107 0.1183
H 3.07985 0.69740 -1.03875 0.1145
H 2.14714 -0.13762 -2.45090 0.1238
H 0.96034 1.89361 -2.91461 0.0824
H 2.01570 2.67884 -1.52952 0.0727
H 0.30164 1.97837 -1.18184 0.0654
H -0.92956 -1.84449 -2.36945 0.1354
H -0.83387 -0.12831 -1.69740 0.1188
H -2.62683 -2.39715 -0.92393 0.1225
H -1.33512 -2.37573 0.45762 0.1012
H -2.86643 -0.85792 1.48915 0.1304
H -3.79718 -0.51697 -0.07434 0.1266
H -3.98609 2.10361 0.40591 0.1679

***

# 7
30
Properties=species:S:1:pos:R:3:lowdin_charge:R:1 method="wB97M-V/def2-TZVPD" e_above_lowest_ev=0.063 homo_lumo_gap_ev="6.156 / 6.156" total_charge=+1 homo_ev="-11.7761 / -11.7762" total_energy_ha=-770.9195
C 3.36582 -1.08674 -0.10948 -0.0700
C 2.84137 -0.49753 1.05912 -0.0346
C 2.74409 -0.95315 -1.27937 -0.0678
C 1.65215 0.19849 0.99327 -0.1340
C 1.49654 -0.27034 -1.34697 -0.0779
C 0.99043 0.28524 -0.21056 -0.4505
C -1.20722 -1.88599 1.00816 -0.0660
C -3.57348 -1.39846 0.28916 -0.0440
C -0.77303 1.86158 -1.87352 -0.2861
C 0.28183 2.92627 0.65076 -0.2457
C -2.34852 -1.04917 1.00251 -0.0410
P -0.46369 1.41625 -0.17339 0.9598
H 4.23474 -1.70245 0.06519 0.1161
H 3.25562 -0.69884 2.00325 0.0998
H 3.01960 -1.38300 -2.24651 0.1210
H 1.36384 0.54044 1.91856 0.0865
H 1.03638 -0.25609 -2.34752 0.1156
H -1.49151 -2.92869 0.60326 0.1380
H -0.82258 -2.20263 1.95459 0.1009
H -0.32002 -1.44791 0.45245 0.0972
H -4.18120 -0.54228 -0.01975 0.1019
H -4.17052 -2.03294 0.94884 0.1293
H -3.64549 -1.96169 -0.64115 0.1051
H -1.52629 2.62916 -1.80022 0.0451
H -1.11204 1.00837 -2.38546 0.0187
H 0.10884 1.98268 -2.53233 0.0727
H -0.27873 3.82462 0.41673 0.0358
H 1.24878 2.95460 0.17097 0.0345
H 0.65215 3.01067 1.73215 0.0806
H -2.37788 -0.34047 1.69726 0.0590

***

What did the first record say?
36
Properties=species:S:1:pos:R:3:lowdin_charge:R:1 method="wB97M-V/def2-TZVPD" e_above_lowest_ev=11.728 homo_lumo_gap_ev=8.539 homo_ev=-8.4618 total_energy_ha=-874.3313
C 1.14961 -1.04088 1.87031 -0.3873
C -0.08270 -0.42912 1.32868 -0.3627
C 1.15248 -2.45811 1.15386 -0.1014
C 1.32344 -2.32760 -0.45100 -0.1765
C 2.53761 -2.74716 -1.14989 -0.1482
C 1.28429 -1.75021 -2.53681 -0.1280
C -1.41328 1.38882 0.29455 -0.2791
C -1.39184 1.45673 -1.21362 -0.4126
C -1.50522 2.77409 0.90693 -0.4460
C -0.29320 3.86753 0.89943 -0.1322
C -2.89750 3.40732 0.31165 -0.0893
H 1.16434 -0.50716 3.69430 0.1273
H 0.07444 -1.71953 3.14288 0.1196
H 2.22922 -0.58612 1.39297 0.1965
H 1.90966 -3.20282 1.62727 0.1486
H 0.17710 -2.80066 1.19754 0.0584
H 3.44689 -3.13986 -0.71572 0.1188
H 0.76212 -1.52211 -3.58928 0.1681
H 3.03199 -2.96607 -3.08994 0.1439
H 0.79738 1.28129 0.71502 0.1574
H -2.12633 0.60309 1.02707 0.2398
H -1.74245 2.46043 2.08404 0.1629
H 0.70551 3.82066 2.19361 0.1819
H 0.22265 3.56923 -0.31327 0.1302
H -1.05415 5.12121 0.81975 0.1602
H -3.61807 2.69838 0.68560 0.0494
H -2.99475 3.48703 -0.86108 0.1010
H -2.94028 4.47667 0.80574 0.0784
H -0.58180 -0.48716 -1.33937 0.0707
N 1.17318 -1.55892 3.27088 0.0219
N 0.61455 -1.72268 -1.42426 0.0328
N 2.57135 -2.44991 -2.37880 0.0691
N -0.14346 0.83967 0.65789 0.0847
O -0.96078 -1.35303 1.48903 -0.0361
O -1.78688 2.31925 -2.01923 0.0522
O -0.77170 0.38475 -1.82500 0.0255